Density functional theory data (ωB97M-V/def2-TZVPD) for a 4-piece molecular cluster, C31H54ClN2O17PS overall in a non-equilibrium geometry.

Its gap between HOMO and LUMO is 9.011 eV. Its spin multiplicity is 1. The SMILES is CC(=O)OCCCCCCCC[C@]1(N)OS(=O)(=O)O[C@]1(CCCNCc1ccccc1O)P(O)Cl.COC(=O)OC.COC(=O)OC.COC(=O)OC. The LUMO energy is 0.401 eV. For the calculated total energy, the calculation gives -103454.56708 eV.

Last columns: bonded neighbours and bond lengths (Å).
CARTESIAN COORDINATES (ANGSTROEM)
1 Cl -1.9489 4.1360 -2.0502  P3 2.108
2 S 0.7542 1.3046 -1.3579  O6 1.648, O7 1.441, O8 1.442, O12 1.664
3 P -0.5136 4.2182 -0.5087  Cl1 2.108, O18 1.688, C43 1.915
4 O -7.7318 0.3621 3.2924  C32 1.411, H73 0.975
5 O -6.5003 4.8748 -0.0791  C49 1.203
6 O -0.7570 1.6232 -0.7834  S2 1.648, C43 1.443
7 O 1.2375 2.1688 -2.4042  S2 1.441
8 O 0.8655 -0.1237 -1.5234  S2 1.442
9 O -5.9672 5.5043 -2.1881  C40 1.429, C49 1.337
10 O 10.2730 -8.8389 -0.6729  C26 1.204
11 O 8.0525 -8.4811 -0.4012  C26 1.338, C35 1.427
12 O 1.5922 1.8746 -0.0381  S2 1.664, C51 1.456
13 O -2.0845 -0.3842 -6.9736  C45 1.426, C48 1.340
14 O -2.2505 -0.0385 -4.7392  C48 1.205
15 O 8.9709 -10.1359 0.6514  C25 1.427, C26 1.338
16 O 4.4822 -4.0710 0.4550  C50 1.206
17 O -7.4043 6.6927 -1.0856  C24 1.426, C49 1.340
18 O -1.0864 5.3808 0.5731  P3 1.688, H97 0.977
19 O 6.3546 -2.7869 0.6845  C50 1.374, C52 1.445
20 O -0.2658 -0.1407 -5.8248  C28 1.431, C48 1.335
21 N -5.3720 1.0163 1.5225  C31 1.478, C47 1.502, H68 1.020
22 N 0.6255 0.6374 1.6461  C51 1.465, H77 1.021, H104 1.018
23 C -8.1023 -0.7294 -0.3386  C29 1.449, C36 1.474, H99 1.110
24 C -8.1585 6.9336 0.1009  O17 1.426, H74 1.089, H89 1.091, H105 1.091
25 C 10.1240 -10.9146 0.9686  O15 1.427, H66 1.089, H72 1.090, H85 1.091
26 C 9.2078 -9.1230 -0.1902  O10 1.204, O11 1.338, O15 1.338
27 C 2.7249 3.0813 2.3213  C30 1.570, C38 1.583, H76 1.129, H93 1.125
28 C 0.3930 0.0785 -4.5738  O20 1.431, H81 1.089, H91 1.088, H95 1.089
29 C -9.5423 -0.8791 -0.3909  C23 1.449, C41 1.454, H75 1.118
30 C 1.1621 2.9616 2.2252  C27 1.570, C51 1.582, H80 1.130, H88 1.119
31 C -5.9120 -0.2173 0.9132  N21 1.478, C36 1.555, H60 1.121, H92 1.137
32 C -8.3039 -0.0510 2.0706  O4 1.411, C36 1.447, C53 1.456
33 C 4.9853 2.0913 2.9576  C38 1.580, C39 1.573, H57 1.129, H67 1.126
34 C 6.1669 -5.0548 1.7964  C50 1.564, H82 1.123, H87 1.116, H96 1.123
35 C 8.1554 -7.3672 -1.2877  O11 1.427, H59 1.091, H86 1.090, H100 1.089
36 C -7.4637 -0.3115 0.9222  C23 1.474, C31 1.555, C32 1.447
37 C -3.2104 2.1605 0.8216  C44 1.606, C47 1.573, H78 1.122, H84 1.120
38 C 3.4634 1.7395 2.7209  C27 1.583, C33 1.580, H62 1.129, H69 1.115
39 C 6.0096 1.2014 2.1618  C33 1.573, C46 1.573, H58 1.126, H102 1.130
40 C -5.0797 4.3866 -2.2630  O9 1.429, H54 1.091, H61 1.089, H79 1.089
41 C -10.3652 -0.6374 0.7834  C29 1.454, C53 1.454, H101 1.116
42 C 6.4314 -0.3326 0.1815  C46 1.597, C52 1.579, H65 1.123, H71 1.125
43 C -0.6540 2.5117 0.3485  P3 1.915, O6 1.443, C44 1.567, C51 1.598
44 C -1.7684 2.4858 1.4493  C37 1.606, C43 1.567, H94 1.124, H103 1.120
45 C -3.5079 -0.4433 -7.0368  O13 1.426, H63 1.089, H90 1.091, H106 1.091
46 C 5.6848 1.0039 0.6353  C39 1.573, C42 1.597, H55 1.118, H107 1.117
47 C -3.8731 0.9290 1.5415  N21 1.502, C37 1.573, H64 1.122, H83 1.129
48 C -1.5979 -0.1740 -5.7429  O13 1.340, O14 1.205, O20 1.335
49 C -6.6120 5.6142 -1.0218  O5 1.203, O9 1.337, O17 1.340
50 C 5.5854 -3.9027 0.9130  O16 1.206, O19 1.374, C34 1.564
51 C 0.6668 1.9881 1.0802  O12 1.456, N22 1.465, C30 1.582, C43 1.598
52 C 5.5544 -1.5904 0.5592  O19 1.445, C42 1.579, H70 1.124, H98 1.123
53 C -9.7515 -0.1971 2.0257  C32 1.456, C41 1.454, H56 1.110
54 H -5.6291 3.4504 -2.1516  C40 1.091
55 H 4.6048 0.8313 0.4016  C46 1.118
56 H -10.3838 0.0100 2.9138  C53 1.110
57 H 5.1865 1.9096 4.0535  C33 1.129
58 H 6.2080 0.2075 2.6527  C39 1.126
59 H 8.8314 -6.6135 -0.8817  C35 1.091
60 H -5.5188 -0.3893 -0.1222  C31 1.121
61 H -4.6139 4.3976 -3.2472  C40 1.089
62 H 3.0132 1.4201 3.7059  C38 1.129
63 H -3.7839 -0.6161 -8.0757  C45 1.089
64 H -3.5406 -0.0367 1.0775  C47 1.122
65 H 6.6334 -0.3397 -0.9231  C42 1.123
66 H 9.8112 -11.7007 1.6536  C25 1.089
67 H 5.1858 3.1894 2.8082  C33 1.126
68 H -5.6438 1.0029 2.5055  N21 1.020
69 H 3.2814 0.9003 2.0102  C38 1.115
70 H 4.7552 -1.6855 -0.2249  C52 1.124
71 H 7.4002 -0.4617 0.7384  C42 1.125
72 H 10.5342 -11.3786 0.0711  C25 1.090
73 H -7.9692 -0.3417 3.9243  O4 0.975
74 H -8.7590 7.8262 -0.0670  C24 1.089
75 H -10.0424 -1.2229 -1.3292  C29 1.118
76 H 2.9364 3.7963 3.1696  C27 1.129
77 H 0.9481 0.6387 2.6146  N22 1.021
78 H -3.8677 3.0465 1.0278  C37 1.122
79 H -4.2973 4.4654 -1.5098  C40 1.089
80 H 0.7429 3.9887 2.0097  C30 1.130
81 H 1.4653 0.0866 -4.7612  C28 1.089
82 H 6.6500 -5.8238 1.1362  C34 1.123
83 H -3.5515 0.9328 2.6241  C47 1.129
84 H -3.1772 2.0520 -0.2929  C37 1.120
85 H 10.8783 -10.3019 1.4636  C25 1.091
86 H 8.4872 -7.6895 -2.2751  C35 1.090
87 H 6.8809 -4.6745 2.5655  C34 1.116
88 H 0.7346 2.6671 3.2171  C30 1.119
89 H -7.4962 7.1144 0.9484  C24 1.091
90 H -3.8864 -1.2701 -6.4346  C45 1.091
91 H 0.1091 1.0413 -4.1547  C28 1.088
92 H -5.5440 -1.0950 1.5361  C31 1.137
93 H 3.1879 3.5646 1.4171  C27 1.125
94 H -1.6030 1.6941 2.2305  C44 1.124
95 H 0.1707 -0.7275 -3.8756  C28 1.089
96 H 5.3590 -5.5978 2.3558  C34 1.123
97 H -1.3358 6.1710 0.0563  O18 0.977
98 H 5.0686 -1.4128 1.5561  C52 1.123
99 H -7.4854 -0.9259 -1.2406  C23 1.110
100 H 7.1643 -6.9262 -1.3834  C35 1.089
101 H -11.4720 -0.7809 0.7630  C41 1.116
102 H 7.0000 1.7427 2.2039  C39 1.130
103 H -1.8632 3.4508 2.0091  C44 1.120
104 H 1.1892 -0.0270 1.1188  N22 1.018
105 H -8.8281 6.0981 0.3081  C24 1.091
106 H -3.9475 0.5009 -6.7130  C45 1.091
107 H 6.0835 1.8074 -0.0313  C46 1.117

Here are the Löwdin charges for atoms 1 to 4, given in e: 0.326 0.663 0.728 -0.010